No. 1
Molecular formula: C4H5NO
Method: DFT, wB97M-V/def2-TZVPD

Values from the calculation:
HOMO level, eV: -9.909
LUMO level, eV: 0.86
Orbital gap, eV: 10.77

Geometry (Å):
O (2.349, 0.803, 0.337)
N (0.768, -0.818, 0.126)
C (-0.591, -1.274, -0.095)
C (0.093, 1.447, 0.070)
C (-0.830, 2.198, -0.100)
C (1.183, 0.476, 0.196)
H (-1.205, -1.209, 0.810)
H (-0.561, -2.316, -0.418)
H (1.517, -1.489, 0.209)
H (-1.644, 2.870, -0.255)
H (-1.079, -0.686, -0.880)

Quick look at the natural (NBO) charges, all values in e: -0.576, -0.596, -0.418, -0.125, -0.161, 0.603, 0.198, 0.213, 0.409, 0.239, 0.214


No. 2
Molecular formula: C30H51Cl2Sb2Ti
Method: DFT, wB97M-V/def2-TZVPD

Values from the calculation:
HOMO level (alpha / beta), eV: -13.421 / -13.418
Total charge: +2
LUMO level (alpha / beta), eV: -6.83 / -6.72
2S+1: 2
Orbital gap (alpha / beta), eV: 6.59 / 6.70
⟨S²⟩: 0.756

Geometry (Å):
Sb (-0.076, -2.244, 0.785)
Sb (1.909, 0.249, 1.352)
Ti (0.089, 0.330, -0.919)
Cl (1.535, -1.475, -2.155)
Cl (2.301, 1.241, -2.257)
C (-1.087, 0.414, -4.960)
C (-0.985, -2.868, 2.681)
C (-1.406, 0.435, -2.469)
C (-0.372, 3.947, 0.918)
C (3.748, -4.168, 3.961)
C (-1.769, -0.273, -3.804)
C (1.792, -3.538, 0.797)
C (3.656, -2.234, 1.952)
C (-0.803, 1.640, -2.278)
C (4.614, -2.174, 2.981)
C (-3.554, 2.441, 1.191)
C (1.327, 0.345, 3.477)
C (-1.747, 1.053, 2.329)
C (4.680, -3.154, 3.949)
C (-1.264, -1.764, -3.817)
C (2.775, -0.367, -2.878)
C (-3.271, -0.263, -4.096)
C (-1.065, -3.687, -0.573)
C (0.454, 4.030, -1.423)
C (-2.589, 1.180, 1.075)
C (2.787, -3.334, 1.913)
C (-0.963, 2.101, -0.881)
C (-1.930, 0.041, -1.165)
C (-0.726, 3.531, -0.550)
C (3.644, -1.136, 0.953)
C (-1.771, 1.111, -0.200)
C (2.742, -4.275, 3.007)
C (-3.589, 0.002, 1.008)
C (3.355, 1.926, 1.567)
C (-1.920, 4.354, -1.017)
H (-1.097, -0.276, -5.838)
H (-3.102, 3.371, 1.559)
H (0.458, 3.311, 1.331)
H (4.358, 1.601, 1.272)
H (3.409, 2.300, 2.627)
H (-4.213, -0.008, 1.944)
H (-0.011, 0.687, -4.693)
H (-0.034, 4.997, 0.929)
H (-0.572, -2.338, 3.536)
H (3.015, 2.833, 1.032)
H (-3.198, -1.023, 0.853)
H (-1.450, -0.041, 2.486)
H (5.473, -3.086, 4.697)
H (-3.788, -0.831, -3.361)
H (0.713, 5.118, -1.188)
H (-0.838, 1.647, 2.230)
H (2.312, 0.579, 3.895)
H (-0.219, -1.754, -3.854)
H (-0.316, 2.203, -3.095)
H (3.831, -4.924, 4.781)
H (-4.410, 2.231, 1.847)
H (4.597, -0.576, 0.850)
H (-3.447, -0.582, -5.133)
H (0.950, -0.582, 3.923)
H (0.640, 1.208, 3.562)
H (-2.080, -2.684, 2.498)
H (3.308, -1.480, -0.031)
H (-1.560, -2.356, -2.965)
H (-2.391, 4.075, -1.979)
H (1.378, 3.518, -1.201)
H (-2.782, 4.516, -0.321)
H (-3.997, 2.645, 0.197)
H (2.457, -0.396, -3.927)
H (5.391, -1.447, 2.980)
H (-0.852, -3.989, 2.726)
H (0.261, 3.854, -2.478)
H (-2.537, -0.842, -0.931)
H (-0.457, -3.666, -1.450)
H (-1.550, -2.282, -4.767)
H (-2.117, -3.485, -0.842)
H (-1.578, 5.379, -1.166)
H (1.426, -4.562, 0.929)
H (-4.352, 0.293, 0.278)
H (-3.657, 0.788, -4.068)
H (-1.508, 1.408, -5.249)
H (2.333, -3.521, -0.156)
H (-2.283, 1.271, 3.336)
H (-1.040, -4.673, -0.105)
H (3.770, -0.658, -2.558)
H (-1.236, 3.895, 1.651)
H (2.073, -5.082, 2.949)

Quick look at the Löwdin charges, all values in e: 1.292, 1.273, 0.403, 0.652, 0.684, -0.058, -0.253, -0.228, -0.015, -0.072, -0.520, -0.267, -0.308, -0.133, -0.037, -0.017, -0.232, -0.065, -0.071, -0.046, -0.718, -0.020, -0.266, -0.057, -0.493, -0.267, -0.234, -0.125, -0.514, -0.249, -0.187, -0.012, -0.062, -0.272, -0.035, 0.113, 0.066, 0.074, 0.002, 0.033, 0.117, 0.092, 0.099, -0.004, -0.005, 0.073, 0.065, 0.123, 0.076, 0.131, 0.023, 0.011, -0.006, 0.127, 0.131, 0.097, 0.084, 0.107, 0.010, 0.012, 0.021, -0.003, 0.057, 0.110, 0.037, 0.090, 0.098, 0.057, 0.109, 0.043, 0.076, 0.114, -0.030, 0.120, 0.023, 0.093, 0.066, 0.102, 0.112, 0.112, 0.055, 0.144, 0.021, 0.067, 0.087, 0.095


No. 3
Molecular formula: C2H5NO2
Method: DFT, wB97M-V/def2-TZVPD

Values from the calculation:
HOMO level, eV: -9.116
LUMO level, eV: 1.03
Orbital gap, eV: 10.14

Geometry (Å):
O (0.177, -0.011, 0.754)
O (-0.956, 0.744, -1.072)
N (-1.104, 0.139, -0.059)
C (1.424, 0.542, 0.097)
C (-2.246, -0.446, 0.354)
H (2.020, 1.094, 0.776)
H (-3.058, -0.436, -0.325)
H (2.025, -0.287, -0.387)
H (-2.047, -1.016, 1.210)
H (1.059, 1.138, -0.777)

Quick look at the natural (NBO) charges, all values in e: -0.428, -0.424, 0.399, -0.288, -0.311, 0.201, 0.226, 0.187, 0.211, 0.226


No. 4
Molecular formula: C6H15NO
Method: DFT, wB97M-V/def2-TZVPD

Values from the calculation:
HOMO level (alpha / beta), eV: -2.624 / -2.624
Total charge: -1
LUMO level (alpha / beta), eV: 3.85 / 3.67
2S+1: 2
Orbital gap (alpha / beta), eV: 6.48 / 6.29
⟨S²⟩: 0.754

Geometry (Å):
O (-1.449, 2.245, -0.660)
N (2.254, 0.125, -0.559)
C (0.444, 0.707, 1.116)
C (0.129, -1.607, 0.118)
C (-1.893, -0.262, 0.823)
C (-0.458, -0.275, 0.262)
C (1.536, 1.194, 0.189)
C (-0.216, -2.445, -1.110)
H (-0.485, 0.285, -0.677)
H (0.286, -3.395, -0.943)
H (2.275, 1.804, 0.743)
H (1.050, 1.868, -0.503)
H (-1.912, 2.818, -1.285)
H (1.660, -0.845, -0.345)
H (0.032, -2.030, -2.082)
H (3.251, 0.266, -0.542)
H (0.745, 0.290, 2.128)
H (0.233, -2.276, 0.981)
H (-1.316, -2.533, -0.978)
H (-2.218, 0.654, 1.267)
H (-2.100, -1.034, 1.621)
H (-0.223, 1.515, 1.399)
H (-2.674, -0.468, 0.057)

Quick look at the natural (NBO) charges, all values in e: -1.375, -0.914, -0.387, -0.101, -0.575, -0.370, -0.236, -0.667, 0.299, 0.193, 0.151, 0.233, 0.401, 0.377, 0.218, 0.361, 0.162, 0.159, 0.216, 0.242, 0.156, 0.252, 0.206


No. 5
Molecular formula: C5H11P
Method: DFT, wB97M-V/def2-TZVPD

Values from the calculation:
HOMO level, eV: -9.969
LUMO level, eV: 0.29
Orbital gap, eV: 10.26

Geometry (Å):
P (-0.260, 4.026, 0.542)
C (1.027, 3.149, 0.859)
C (0.247, -0.815, -0.187)
C (1.514, -0.511, -1.053)
C (0.630, -0.675, 1.309)
C (-0.995, 0.067, -0.562)
H (1.853, 2.595, 1.344)
H (2.338, -1.165, -0.828)
H (-0.279, -0.350, 1.925)
H (-0.913, 0.911, 0.153)
H (-0.822, 0.441, -1.594)
H (1.738, 0.565, -0.883)
H (-2.021, -0.266, -0.382)
H (1.073, -1.568, 1.733)
H (0.072, -1.876, -0.267)
H (1.436, 0.026, 1.404)
H (1.270, -0.625, -2.146)

Quick look at the natural (NBO) charges, all values in e: 0.523, -0.754, -0.215, -0.606, -0.606, -0.625, 0.231, 0.211, 0.207, 0.208, 0.209, 0.201, 0.219, 0.208, 0.192, 0.192, 0.205


No. 6
Molecular formula: C5H8N2O
Method: DFT, wB97M-V/def2-TZVPD

Values from the calculation:
HOMO level, eV: -8.152
LUMO level, eV: 0.48
Orbital gap, eV: 8.63

Geometry (Å):
O (-1.011, 0.473, -1.390)
N (1.354, 0.441, -1.120)
N (0.243, -1.621, -0.756)
C (-1.013, -0.121, 1.688)
C (0.158, -0.213, -0.649)
C (0.887, 1.367, 0.829)
C (1.676, 1.533, -0.418)
C (0.052, 0.320, 0.757)
H (0.328, -1.947, -1.711)
H (-1.045, 0.534, 2.562)
H (-1.988, -0.094, 1.198)
H (-0.823, -1.154, 2.018)
H (1.012, 2.013, 1.682)
H (-0.523, -2.090, -0.293)
H (-0.991, 0.258, -2.332)
H (1.685, 0.302, -2.063)

Quick look at the natural (NBO) charges, all values in e: -0.751, -0.595, -0.821, -0.659, 0.465, -0.302, 0.091, 0.058, 0.370, 0.232, 0.238, 0.221, 0.215, 0.379, 0.463, 0.397